{
  "formula": "C2H6FNO",
  "method": "the ωB97M-V functional and the def2-TZVPD basis",
  "elements": ["C", "C", "N", "O", "F", "H", "H", "H", "H", "H", "H"],
  "xyz": [[0.992426, 0.008877, -0.813446], [0.163276, -0.052287, 0.499940], [-1.482295, -0.308216, -0.316816], [0.232666, 0.916818, 1.412454], [-1.539313, -1.690742, 0.009238], [2.019411, -0.113037, -0.525017], [0.600176, -0.618028, -1.475623], [1.063440, 1.011620, -1.407694], [0.436913, -0.941211, 1.119324], [-2.132048, 0.137844, 0.341861], [-0.354651, 1.648363, 1.155779]],
  "atomic_forces_ev_per_a": [[1.3, 5.0, 2.6], [-1.3, -1.8, -3.1], [3.5, 0.4, 2.2], [-1.1, 2.3, 0.6], [-0.9, -0.2, -0.2], [0.6, -0.8, -0.2], [-1.1, -3.2, -2.5], [-0.8, -1.2, 1.5], [-0.8, 0.0, -1.2], [-0.1, -0.5, 0.2], [0.7, 0.1, 0.1]],
  "nbo_charge": [-0.652, 0.282, -0.255, -0.689, -0.295, 0.211, 0.226, 0.208, 0.179, 0.306, 0.479],
  "orbital_gap_ev": 10.5,
  "homo_energy_ev": -9.8,
  "fmax_ev_per_a": 5.80,
  "total_energy_ha": -309.5142
}